(1)
Formula: C3H2N2O2
Source: OMol25
Level of theory: wB97M-V/def2-TZVPD

Output
Frontier orbital gap (alpha / beta)   7.331 / 7.002 eV
Energy above the lowest of the compared OMol25 structures with the same formula, charge and spin   58.66 kcal per mole
HOMO level (alpha / beta)   -6.78 / -10.74 eV
2S+1   3

Cartesian coordinates (Å):
N: 0.7725 -1.0968 0.1347
H: -2.7541 1.0254 -0.2202
O: 1.7950 0.7451 -0.5161
C: -1.8558 0.4421 -0.1520
H: 2.6844 -0.5423 0.8154
N: -1.6162 -0.8240 -0.2592
O: -0.6128 0.9327 0.0811
C: 1.8591 -0.2288 0.1657
C: -0.2720 -0.4534 -0.0495

Cartesian forces, eV/Å:
3.42 0.27 1.02
-0.05 0.22 0.04
0.33 5.33 -2.95
-0.67 -0.57 -0.08
0.19 0.38 -0.54
0.07 -0.23 -0.04
1.00 0.64 0.00
0.44 -6.52 3.51
-4.72 0.49 -0.95

Calculated atomic charges, method natural (NBO), unit e: -0.393 0.199 -0.172 0.346 0.222 -0.487 -0.499 0.242 0.543

(2)
Formula: C14H42AgF12N22O19S4
Source: OMol25
Level of theory: wB97M-V/def2-TZVPD

Output
Frontier orbital gap (alpha / beta)   7.476 / 1.781 eV
HOMO level (alpha / beta)   -8.58 / -8.58 eV
2S+1   2

Cartesian coordinates (Å):
H: -2.8502 4.0373 3.7532
N: 1.5918 -1.0269 4.7892
N: -0.1841 4.0363 -1.4397
F: -2.5458 -0.4737 -1.1207
H: -1.9292 2.8331 2.8031
N: -5.7266 -3.8485 2.6339
H: -4.5836 1.2553 -1.0617
H: 1.0307 5.1012 -3.9632
C: -5.7247 -2.5750 2.6173
H: -3.5571 3.8602 -3.3742
H: -4.1912 2.2975 5.2850
F: 1.2633 2.2841 1.3203
H: 0.6500 5.7985 -2.3096
O: -0.8399 -1.9044 1.2140
C: 6.5459 0.1468 2.4129
O: 6.0176 -0.5688 1.5457
H: 5.0627 0.3731 -4.1501
N: 0.7066 -3.4028 -2.0856
N: 6.2347 -1.5265 -1.2559
H: -7.4023 1.4207 0.5847
H: -5.2501 3.5171 -4.2884
H: -6.5088 -4.4547 2.4316
N: 6.0873 1.2222 2.9721
C: -0.9049 4.2251 3.3788
O: 2.3513 -2.6989 5.9246
H: -2.5226 -1.5369 -3.5035
H: 0.9647 -0.6606 5.4910
H: -6.0268 0.4442 -0.5340
C: -2.1843 0.2003 -0.0593
O: 0.3621 -5.9902 -1.8699
O: 3.1663 -2.7247 -2.4875
F: 4.1352 -5.2481 -0.6439
F: 0.1961 -6.0246 -4.5971
O: -3.7161 0.8239 -3.7901
F: -1.8695 1.3489 -0.5093
C: 6.9732 -2.3454 -2.0300
S: -0.1243 -4.6680 -2.2316
O: 2.9537 -0.5205 -0.4725
N: -4.6952 1.6293 4.7196
C: 0.2385 3.9672 -2.6324
O: 2.0460 -0.6586 1.8154
C: 3.0251 -4.5932 -0.4664
H: 6.7995 -0.9835 -0.6185
C: 2.1487 1.7594 0.5619
N: 6.0724 -2.9100 -2.7519
S: 1.8882 -0.1235 0.4336
C: -4.6245 1.9487 3.4769
N: -1.0044 3.2136 2.6613
C: -4.0608 2.0162 -3.7508
H: 1.7277 -0.4276 3.9876
F: 2.1444 -5.4610 0.1477
F: 0.1577 -3.9705 -4.9956
O: -5.3116 3.5374 -0.3812
H: 8.2522 0.3943 3.4999
F: -1.7434 -4.9131 -4.3339
N: 7.7909 -0.0922 2.7445
N: -3.2992 2.8967 -3.2150
F: -3.2115 0.3071 0.7597
S: 2.3429 -3.9150 -2.2722
H: -0.0229 4.8599 -0.8778
S: -0.5834 -0.4826 0.8639
H: -2.0549 5.5624 4.1016
H: 4.0564 -1.1029 -4.3466
O: -6.7011 -1.9155 2.5315
H: -0.5635 3.1721 -1.0802
F: 3.1621 -3.6084 0.3518
H: -7.2825 3.1248 1.0793
O: 2.0857 0.0558 -3.1314
H: 5.2255 -1.5398 -1.2183
O: 8.1937 -2.4409 -2.0904
N: -5.0964 1.0507 2.6707
H: -2.2369 -2.8848 -2.8762
N: 0.3497 -0.4019 -0.3543
H: 4.4234 1.9692 -3.6885
C: 2.4484 -1.9474 5.0368
O: -0.4304 0.3819 1.9873
H: -4.8255 -4.3039 2.6581
H: -5.0987 1.3382 1.7025
H: -4.7818 0.6465 4.9359
O: 0.0374 3.0495 -3.4114
N: -2.0091 4.5685 3.9279
H: -3.7072 -2.5905 2.9659
O: -4.0485 2.9589 3.1120
C: -0.4039 -4.8263 -4.1622
H: -5.6090 0.2455 3.0007
N: -6.9594 2.3278 0.5497
H: -5.7026 1.8857 -4.8231
N: -5.5038 1.3008 -0.6477
N: -5.1271 2.5147 -4.2815
H: -4.4080 -1.1460 2.4970
O: -1.8050 -2.1220 -3.2607
H: 6.7311 1.6062 3.6490
H: 8.1287 -0.9044 2.2481
C: 3.1947 0.5388 -3.4967
N: 4.1953 -0.1393 -4.0778
H: -2.3651 2.6578 -2.9142
H: 5.1473 -2.5151 -2.6608
H: 5.2119 1.5698 2.6075
O: 0.0561 4.9148 3.5585
H: 6.3316 -3.3585 -3.6190
H: 3.2543 -1.6005 3.1631
O: -1.4554 -4.3807 -1.7303
H: 3.8333 -2.9669 4.0401
F: 1.9751 2.2700 -0.6303
N: 0.8205 5.0592 -2.9762
N: -4.5654 -2.1186 2.7190
O: 2.6159 -5.0746 -3.1169
F: 3.3723 1.9649 1.0860
C: -5.9587 2.4826 -0.2601
N: 3.2421 -2.1485 4.0114
H: -0.1545 2.9496 2.1838
N: 3.5532 1.7293 -3.2354
Ag: 0.4799 -1.2305 -2.3821
H: 3.0000 2.3467 -2.6584

Cartesian forces, eV/Å:
-1.16 -0.60 -0.07
-3.84 5.58 -0.65
-2.51 -1.16 5.92
-0.39 -1.43 -0.24
-0.02 -1.52 -1.32
0.03 -6.85 0.12
-0.40 -0.05 -0.37
0.04 0.90 0.28
-2.47 -1.22 -0.16
0.65 -0.07 0.51
-0.17 -0.72 0.64
-1.50 1.68 2.13
0.70 0.72 -1.27
0.05 2.92 -0.64
-0.41 -2.55 -3.24
-0.56 0.95 0.78
0.09 -1.11 -0.27
5.29 -0.16 0.29
1.93 2.44 2.60
-0.31 0.53 0.44
-0.44 -0.48 -0.25
-0.04 0.62 0.19
-1.89 2.13 1.13
-4.29 -1.07 -0.29
0.21 -3.23 5.21
-0.15 0.53 -0.25
0.30 -0.47 0.00
0.26 0.17 -0.17
1.74 -2.74 0.85
0.15 2.01 -0.30
-1.29 -0.73 0.18
0.71 0.08 -0.50
-1.48 1.07 1.02
-0.85 -0.15 0.10
0.87 4.05 -0.60
1.06 1.81 1.01
-4.75 -4.48 -0.85
-1.65 0.86 0.75
0.03 -0.28 4.17
-0.54 -2.41 -3.88
-1.03 1.58 -2.78
-3.05 -1.36 -0.58
-0.89 0.02 0.45
1.14 -3.03 -0.80
-2.22 -3.55 -4.44
2.81 -2.49 -0.21
0.56 -0.56 -1.03
1.82 -3.05 -2.52
2.02 -4.41 -0.43
-0.22 -0.16 0.07
0.68 0.83 -1.06
-0.59 1.21 0.51
-0.89 -0.66 -0.43
0.30 -0.59 -0.38
1.13 0.15 -0.43
2.72 -1.27 0.58
2.66 3.60 2.17
-0.54 -0.08 0.92
2.33 -0.68 0.89
-0.23 -0.70 0.23
-5.70 -5.58 1.01
-0.63 -0.11 0.48
0.30 0.24 0.07
-4.14 3.51 -0.65
-0.12 0.42 0.48
0.61 1.57 0.62
-0.26 -0.34 -0.25
1.91 1.17 -1.35
0.40 0.16 0.47
-0.21 0.01 0.30
-0.90 -0.98 -2.47
0.13 -0.56 0.48
4.64 2.39 1.86
-0.39 1.10 0.68
0.33 -1.09 -2.37
0.04 1.72 0.53
-0.40 -0.25 -0.16
-0.24 -0.58 -0.10
0.02 0.37 0.64
0.00 -1.12 -0.08
-1.74 3.87 2.88
-0.38 -0.33 -0.30
1.34 2.61 -1.10
0.89 -2.76 -0.09
-0.44 0.13 -0.35
-3.70 0.44 2.00
-0.04 0.45 0.10
1.49 -2.05 -1.77
-3.80 0.78 -1.85
0.00 -0.26 0.08
0.17 0.47 -0.35
-1.12 0.88 -0.14
0.67 0.11 0.63
-3.30 -4.82 1.00
0.02 -0.94 -0.78
-0.09 0.06 -0.30
0.06 -0.83 -0.67
0.28 0.38 0.72
6.00 3.76 1.09
-0.16 -0.17 0.26
-0.06 -0.17 0.25
0.49 0.30 -0.36
-0.16 0.26 -0.01
0.84 0.58 -0.81
2.47 3.45 -1.61
7.90 4.87 0.75
-0.90 1.87 0.66
-0.72 0.27 -0.73
3.54 2.10 0.20
3.49 -0.87 -2.43
-0.80 -1.44 -0.23
1.22 4.82 0.74
-0.57 -0.11 -0.93
0.24 -0.11 -0.46

Löwdin atomic charge list, values in e, 99 entries: 0.078 0.172 0.177 0.159 0.135 0.189 0.087 0.134 -0.889 0.116 0.128 0.135 0.112 -0.295 -0.754 0.007 0.110 -0.369 0.152 0.119 0.114 0.132 0.177 -0.697 0.073 0.029 0.115 0.123 -0.728 -0.277 -0.368 0.181 0.047 0.003 0.157 -0.745 0.546 -0.288 0.202 -0.847 -0.323 -0.620 0.082 -0.691 0.153 0.741 -0.741 0.304 -0.798 0.074 0.090 0.134 -0.003 0.108 0.101 0.156 0.188 0.129 0.726 0.119 0.543 0.154 0.111 0.059 0.102 0.174 0.130 -0.095 0.076 0.016 0.206 0.010 -0.340 0.120 -0.855 -0.323 0.122 0.083 0.132 0.049 0.249 0.137 0.009 -0.564 0.099 0.158 0.127 0.172 0.179 0.080 -0.079 0.113 0.127 -0.686 0.187 0.092 0.044 0.104 0.408